No. 1
48
Properties=species:S:1:pos:R:3:mulliken_charge:R:1 method="wB97M-V/def2-TZVPD" energy_ha=-1773.0658 homo_lumo_gap_ev=2.512 spin_multiplicity=1 e_above_lowest_kcal_mol=15.5
C 2.602 0.385 -3.293 -0.7284
O 1.274 0.861 -3.247 -0.3003
C 0.350 -0.131 -3.262 -0.2432
C -1.026 0.137 -3.263 0.8024
C -2.006 -0.886 -3.264 -0.4571
C -3.342 -0.564 -3.272 -0.6118
C -3.746 0.766 -3.280 -0.3348
C -2.800 1.783 -3.280 -0.5813
C -1.463 1.479 -3.271 -0.3743
H 3.272 1.247 -3.300 0.2616
H 2.809 -0.227 -2.413 0.3130
H 2.760 -0.197 -4.203 0.3572
H 0.690 -1.156 -3.276 0.4079
H -1.694 -1.917 -3.260 0.3890
H -4.085 -1.346 -3.275 0.4109
H -4.795 1.012 -3.292 0.4076
H -3.115 2.814 -3.292 0.3987
H -0.717 2.255 -3.278 0.4400
F -3.077 -5.196 1.932 -0.2671
C -3.592 -4.040 2.395 0.9350
F -4.683 -3.698 1.679 -0.2675
F -3.914 -4.165 3.698 -0.2476
C -2.550 -2.944 2.261 0.1850
C -2.954 -1.632 2.062 -0.6027
C -2.031 -0.632 1.945 -1.1288
C -0.638 -0.915 2.026 1.2728
C 0.282 0.090 1.871 -0.5671
S 2.055 -0.208 1.914 1.2307
C 2.827 1.413 1.799 -0.3342
C 3.184 1.888 0.559 -0.2004
C 3.839 3.098 0.446 -0.5181
C 4.125 3.836 1.575 -0.3709
C 3.748 3.366 2.816 -0.6676
C 3.096 2.154 2.929 -0.1572
O 2.363 -0.763 3.285 -0.6482
O 2.349 -0.930 0.618 -0.5963
C -0.254 -2.267 2.255 -0.6605
C -1.200 -3.249 2.369 -0.9382
H -4.009 -1.427 1.989 0.4089
H -2.348 0.384 1.788 0.3692
H -0.042 1.092 1.683 0.4300
H 2.965 1.288 -0.311 0.4282
H 4.146 3.452 -0.523 0.3712
H 4.661 4.768 1.490 0.3837
H 3.984 3.935 3.699 0.3797
H 2.819 1.761 3.895 0.4364
H 0.795 -2.497 2.345 0.3941
H -0.919 -4.278 2.531 0.3903


No. 2
46
Properties=species:S:1:pos:R:3:mulliken_charge:R:1 method="wB97M-V/def2-TZVPD" energy_ha=-1163.7134 homo_lumo_gap_ev=6.747 spin_multiplicity=1 smiles="CC(C)=Nc1ccc2c(c1N)C(=O)c1ccccc1C2=O.c1ccncc1" e_above_lowest_kcal_mol=530.7
C -3.740 -0.261 0.985 -0.7179
C -2.852 -0.239 -0.432 0.4951
C -3.231 0.999 -1.469 -0.9490
N -1.922 -1.220 -0.674 -0.4017
C -0.594 -0.657 -1.131 -0.0176
C -0.065 -0.625 -2.710 -0.1908
C 1.370 0.005 -3.204 -0.5646
C 2.387 0.652 -2.087 0.2803
C 1.894 0.630 -0.489 0.3159
C 0.461 -0.019 -0.016 0.0747
N 0.015 -0.078 1.443 -0.4525
C 2.981 1.332 0.570 -0.0344
O 3.286 0.797 1.770 -0.5224
C 3.694 2.727 -0.014 0.3507
C 3.924 4.090 0.875 -0.4589
C 4.589 5.470 0.279 -0.3600
C 5.079 5.435 -1.314 -0.3227
C 4.884 4.097 -2.292 -0.4445
C 4.170 2.765 -1.617 0.3335
C 3.855 1.359 -2.465 0.1646
O 4.706 0.830 -3.360 -0.5183
H -4.521 0.639 0.954 0.3557
H -4.340 -1.260 1.094 0.1301
H -3.001 -0.027 1.862 0.1985
H -3.162 0.676 -2.593 0.2896
H -2.611 1.966 -1.203 0.2485
H -4.370 1.292 -1.269 0.3419
H -0.814 -1.060 -3.503 0.3141
H 1.723 0.021 -4.329 0.3053
H 0.566 0.645 1.992 0.3111
H 0.421 -1.000 1.787 0.2934
H 3.566 4.115 2.013 0.2674
H 4.734 6.454 0.914 0.3007
H 5.561 6.445 -1.708 0.2608
H 5.237 4.104 -3.410 0.3353
N -3.439 -3.078 2.117 -0.2590
C -4.393 -4.007 2.344 -0.1261
C -4.134 -5.363 2.468 -0.5308
C -2.817 -5.795 2.348 -0.1568
C -1.813 -4.862 2.112 -0.6244
C -2.170 -3.528 2.007 0.1715
H -5.404 -3.621 2.426 0.3542
H -4.939 -6.065 2.653 0.3545
H -2.576 -6.851 2.437 0.3645
H -0.777 -5.167 2.013 0.3509
H -1.421 -2.761 1.827 0.0898